No. 1
Below is C17H22N4O3W as an isolated structure, with properties calculated with the ωB97M-V functional and the def2-TZVPD basis.

```
! wB97M-V def2-TZVPD RIJCOSX def2/J DEFGRID3
* xyz 4 3
W 0.621 -0.401 -1.722
O 0.422 -2.693 1.064
O -1.120 0.727 1.871
O 2.624 0.722 1.065
N -1.911 1.241 3.965
N -1.393 -0.777 -0.825
N 2.943 -1.909 -1.179
N 0.146 1.583 -0.821
C 1.946 0.247 0.269
C -0.040 0.868 -3.282
C 5.105 -3.328 -1.137
C 0.218 2.714 -0.560
C 1.997 -0.456 -3.299
C 1.231 -1.634 -3.301
C -1.046 0.676 3.097
C -0.806 -0.309 -3.284
C 3.911 -2.546 -1.247
C -2.390 -1.306 -0.569
C -3.600 -1.951 -0.133
C -0.168 -1.567 -3.311
C 0.314 4.079 -0.127
C -3.045 1.987 3.453
C 0.565 -1.860 0.266
C -1.719 1.114 5.395
C 1.368 0.796 -3.308
H -0.539 1.829 -3.194
H 5.489 -3.286 -0.114
H 1.964 1.707 -3.356
H -0.759 1.534 5.689
H -2.712 2.829 2.824
H -1.887 -0.243 -3.197
H -3.396 -2.657 0.684
H 1.695 -2.611 -3.320
H -3.612 2.363 4.311
H -0.760 -2.481 -3.359
H 0.767 4.140 0.872
H 3.078 -0.484 -3.315
H -4.311 -1.190 0.212
H 5.872 -2.949 -1.820
H -1.705 0.064 5.684
H -2.521 1.629 5.910
H -3.690 1.345 2.830
H 4.902 -4.371 -1.399
H 0.930 4.660 -0.830
H -0.231 0.141 3.616
H -0.691 4.518 -0.097
H -4.052 -2.505 -0.969
*
```

## Properties
gap between HOMO and LUMO (spin up / spin down): 6.23 / 5.11 eV
total energy: -31865.31281 eV
LUMO (spin up / spin down): -0.5555 / -0.6175 hartree
relative energy (zero: lowest compared OMol25 entry of this formula, charge and spin): 1.367 eV

---

No. 2
Below is an isolated molecule of C17H22N4O5S, with properties calculated with the ωB97M-V functional and the def2-TZVPD basis.

```
! wB97M-V def2-TZVPD RIJCOSX def2/J DEFGRID3
* xyz 0 1
S -4.924 0.973 -1.509
O 1.638 -0.119 0.021
O 4.684 3.555 0.096
O -0.644 1.624 -2.038
O -2.313 -2.402 -0.755
O 1.831 -3.778 -0.427
N -1.922 1.431 -2.408
N -3.696 1.613 2.819
N 1.900 1.620 -1.395
N -0.335 -2.005 0.261
C 1.181 0.645 -0.816
C -3.805 0.173 0.914
C -3.451 0.459 2.222
C -3.688 -0.220 -2.147
C 2.759 -3.636 0.622
C -1.249 -0.337 -1.188
C -4.439 1.167 0.178
C 3.267 1.890 -1.028
C 0.574 -4.273 -0.042
C -4.722 2.378 0.806
C -0.218 0.575 -1.302
C -1.344 -1.683 -0.556
C 3.367 3.115 -0.096
C -0.238 -3.317 0.851
C 5.471 2.723 0.918
C -2.312 0.280 -1.928
C -4.331 2.541 2.123
H 5.710 1.773 0.430
H 2.522 -2.784 1.268
H 3.855 2.080 -1.930
H -4.525 3.468 2.646
H -3.601 -0.800 0.501
H 6.393 3.270 1.105
H -5.225 3.164 0.267
H -2.945 -0.283 2.826
H 3.645 0.998 -0.525
H 2.845 3.961 -0.553
H 0.678 -5.237 0.478
H 2.812 -4.547 1.230
H -3.909 -0.270 -3.213
H 0.226 -3.219 1.835
H 4.968 2.520 1.870
H 0.496 -1.413 0.294
H 2.888 2.879 0.866
H 3.725 -3.461 0.150
H 1.441 2.256 -2.030
H -3.825 -1.199 -1.691
H -1.247 -3.721 0.961
H 0.034 -4.428 -0.980
*
```

## Properties
gap between HOMO and LUMO: 8.36 eV
SMILES string: COCCNC(=O)c1onc(CSc2ccncc2)c1C(=O)NCCOC
total energy: -45017.83604 eV
LUMO: -0.0098 hartree
relative energy (zero: lowest compared OMol25 entry of this formula, charge and spin): 3.744 eV

---

No. 3
Below is C17H22N6O2Pt as an isolated structure, with properties calculated with the ωB97M-V functional and the def2-TZVPD basis.

```
! wB97M-V def2-TZVPD RIJCOSX def2/J DEFGRID3
* xyz 2 1
Pt -0.618 0.031 -0.352
O -0.968 -1.431 0.964
O -0.414 1.390 -1.795
N 2.484 1.833 1.698
N 1.421 2.618 1.949
N 0.805 0.964 0.737
N -1.974 -1.014 -1.316
N 0.412 2.100 1.373
N -2.436 -2.019 -0.746
C 3.937 4.543 1.221
C -0.887 2.577 -3.738
C 3.839 2.187 2.158
C -2.063 0.391 -3.241
C 4.638 2.582 -0.211
C -2.303 -4.568 3.355
C -1.092 1.427 -2.828
C -2.356 -3.291 1.319
C -1.868 -2.207 0.559
C -3.463 -1.665 -3.213
C -2.474 -0.721 -2.615
C 2.100 0.820 0.940
C -3.215 -5.468 2.789
C -1.887 -3.477 2.641
C 4.554 3.148 1.203
C -3.689 -5.292 1.490
C -3.290 -4.200 0.762
H -4.361 -1.713 -2.593
H -4.350 -6.026 1.053
H 4.529 5.223 0.609
H -3.046 -2.672 -3.257
H -3.737 -1.347 -4.213
H 5.570 3.217 1.601
H -1.849 3.032 -3.991
H 3.656 2.569 -0.695
H 4.391 1.254 2.254
H -0.448 2.223 -4.676
H -3.687 -4.019 -0.227
H -1.921 -4.738 4.352
H 5.285 3.207 -0.826
H -3.560 -6.313 3.371
H 3.890 4.949 2.232
H 2.921 4.540 0.817
H -2.513 0.556 -4.212
H 3.722 2.634 3.142
H 2.728 0.021 0.583
H 5.052 1.570 -0.224
H -0.231 3.310 -3.280
H -1.234 -2.736 3.079
*
```

## Properties
gap between HOMO and LUMO: 6.40 eV
total energy: -34251.45147 eV
LUMO: -0.3412 hartree
relative energy (zero: lowest compared OMol25 entry of this formula, charge and spin): 0.000 eV

---

No. 4
Below is C17H22N7O5SScSe as an isolated structure, with properties calculated with the ωB97M-V functional and the def2-TZVPD basis.

```
! wB97M-V def2-TZVPD RIJCOSX def2/J DEFGRID3
* xyz 0 1
Se -0.943 -0.258 -3.950
Sc 0.312 -0.439 -1.723
S 0.419 -0.299 0.752
O -0.764 -0.606 -0.201
O 0.649 -2.327 -2.186
O 0.467 -1.237 1.833
O 1.547 -0.522 -0.258
O 0.380 1.108 1.071
N 1.699 3.528 -1.830
N -2.971 1.712 -3.089
N 0.364 1.846 -1.739
N -1.022 -4.782 -0.465
N 1.543 1.485 -2.272
N -0.822 -3.985 -1.567
N 2.332 2.477 -2.324
C -3.376 -3.989 -4.250
C -1.921 -3.609 -2.393
C 2.293 4.836 -1.827
C -2.177 0.939 -3.401
C 0.474 3.122 -1.455
C -2.277 -4.367 -3.500
C -0.013 -4.578 0.407
C 2.119 5.391 0.643
C 3.064 5.145 -0.531
C 4.052 4.021 -0.239
C 0.289 -3.204 -1.344
C 0.843 -3.633 -0.115
C -4.117 -2.874 -3.895
C -2.060 -5.766 -0.464
C -3.750 -2.112 -2.797
C -2.648 -2.476 -2.038
C 0.047 -5.289 1.708
H 4.698 4.286 0.591
H -2.308 -6.028 0.562
H 4.670 3.826 -1.112
H 0.942 -4.996 2.247
H -4.325 -1.239 -2.528
H -2.351 -1.904 -1.162
H -2.944 -5.358 -0.955
H 0.048 -6.370 1.567
H 1.695 -3.188 0.359
H 1.401 6.178 0.409
H -1.748 -6.662 -1.011
H -0.290 3.725 -1.010
H -0.817 -5.017 2.316
H 3.530 3.105 0.024
H 1.509 5.579 -1.993
H -4.990 -2.604 -4.467
H 3.621 6.069 -0.720
H -3.650 -4.571 -5.114
H 2.990 4.851 -2.667
H 2.694 5.717 1.506
H -1.702 -5.239 -3.768
H 1.583 4.484 0.916
*
```

## Properties
gap between HOMO and LUMO: 8.35 eV
total energy: -135539.11686 eV
LUMO: 0.0147 hartree
relative energy (zero: lowest compared OMol25 entry of this formula, charge and spin): 1.240 eV

---

No. 5
Below is C17H22N8O2S as an isolated structure, with properties calculated with the ωB97M-V functional and the def2-TZVPD basis.

```
! wB97M-V def2-TZVPD RIJCOSX def2/J DEFGRID3
* xyz 0 1
S 0.693 1.277 3.098
O -0.707 0.982 3.379
O 1.585 1.769 4.136
N 0.893 5.844 -0.297
N 1.445 0.008 2.210
N -1.425 -3.258 -4.773
N 0.922 2.296 1.799
N -0.137 -4.874 -3.792
N -1.036 -3.313 0.115
N 2.045 5.281 0.215
N 0.305 -4.738 -1.403
C -1.123 -3.139 -2.421
C 0.250 4.132 0.765
C -0.832 -3.744 -3.699
C -0.341 3.085 1.505
C 0.613 -0.773 1.324
C 0.444 -5.310 -2.696
C -0.651 -3.729 -1.231
C 0.067 -2.904 1.048
C 1.128 -1.981 0.683
C 1.612 4.276 0.982
C -2.457 -3.366 0.610
C -0.396 -1.734 1.934
C 2.110 3.169 1.903
C -1.918 -2.082 -2.886
C -0.252 5.199 0.081
C 0.891 6.635 -1.478
C -1.981 -2.160 -4.270
H 3.049 2.688 1.525
H -1.052 2.439 0.983
H 1.163 -1.856 -0.386
H -0.790 3.459 2.425
H -2.407 -1.320 -4.858
H -1.457 -1.411 1.647
H 2.238 0.377 1.751
H 0.773 7.787 -1.250
H -1.275 5.450 -0.214
H -3.054 -4.092 0.071
H 1.870 6.440 -1.839
H 0.231 6.296 -2.270
H -2.271 -1.254 -2.257
H 0.197 -0.088 0.597
H -2.926 -2.375 0.437
H 2.169 -2.175 1.039
H -2.470 -3.799 1.628
H 1.118 -6.093 -2.754
H 0.612 -3.760 1.480
H 2.287 3.586 2.937
H -0.260 -1.746 3.061
H 0.509 -5.403 -0.594
*
```

## Properties
gap between HOMO and LUMO: 7.94 eV
total energy: -44830.49609 eV
LUMO: 0.0088 hartree
relative energy (zero: lowest compared OMol25 entry of this formula, charge and spin): 6.332 eV

---

No. 6
Below is an isolated molecule of C17H22O4, with properties calculated with the ωB97M-V functional and the def2-TZVPD basis.

```
! wB97M-V def2-TZVPD RIJCOSX def2/J DEFGRID3
* xyz 0 1
O 2.702 1.039 -0.227
O 1.842 0.991 -5.304
O 1.349 0.361 -1.984
O 2.782 -0.957 -4.520
C -0.025 -0.465 2.533
C 2.326 0.836 -2.971
C -2.421 -0.979 3.094
C -2.302 -2.471 3.393
C 0.968 -0.123 1.636
C -3.613 -3.017 3.945
C 2.266 0.152 -4.313
C -1.671 -0.349 0.776
C 1.682 0.522 -0.663
C 2.147 2.318 -3.262
C 3.494 2.999 -3.316
C -1.351 -0.582 2.127
C -3.494 -4.405 4.540
C 1.464 2.248 -4.650
C -0.710 0.063 -0.145
C 0.625 0.204 0.308
C 1.255 3.187 -2.282
H -1.485 -2.631 4.088
H 3.926 2.991 -2.331
H 3.317 0.631 -2.652
H 0.283 2.730 -2.085
H -1.002 0.246 -1.166
H -2.971 -5.067 3.889
H 2.031 -0.102 1.927
H -2.084 -3.008 2.429
H 1.794 3.065 -5.260
H -4.526 -4.771 4.745
H 3.436 4.049 -3.676
H -2.342 -0.418 4.031
H 0.238 -0.604 3.559
H -4.391 -3.039 3.176
H 4.194 2.476 -4.006
H 1.037 4.170 -2.754
H 1.805 3.328 -1.322
H -3.399 -0.716 2.685
H -3.965 -2.316 4.704
H 0.383 2.313 -4.589
H -2.887 -4.385 5.444
H -2.707 -0.513 0.447
*
```

## Properties
gap between HOMO and LUMO: 9.69 eV
SMILES string: CCCCc1ccc(C(=O)O[C@H]2C(=O)OCC2(C)C)cc1
total energy: -26176.16728 eV
LUMO: 0.0155 hartree
relative energy (zero: lowest compared OMol25 entry of this formula, charge and spin): 0.000 eV

---

No. 7
Below is C17H23AlCl5NO2P2 as an isolated structure, with properties calculated with the ωB97M-V functional and the def2-TZVPD basis.

```
! wB97M-V def2-TZVPD RIJCOSX def2/J DEFGRID3
* xyz 2 1
Cl -0.710 3.115 0.674
Cl -0.044 0.510 6.347
Cl 0.365 4.953 3.182
Cl 0.679 3.563 6.025
Cl -0.865 -1.182 3.767
P -3.038 0.132 -0.134
P 2.813 -1.389 0.090
Al -1.062 0.765 0.565
O -0.944 -4.334 -3.583
O 1.326 -2.088 0.847
N -0.117 0.477 -1.118
C -0.489 0.484 3.674
C -2.490 0.662 -1.834
C -4.057 -1.322 -0.365
C 3.199 -2.156 -1.449
C 0.148 2.647 4.676
C -0.532 1.100 2.412
C -1.008 0.623 -2.140
C -4.087 1.464 0.489
C -0.353 2.486 2.325
C 4.327 -1.161 1.062
C 1.216 0.410 -1.376
C 1.703 0.593 -2.675
C -0.548 0.800 -3.435
C -0.143 1.251 4.810
C 0.029 3.283 3.407
C 0.793 0.798 -3.694
C 2.198 0.292 -0.217
H -4.299 -1.769 0.594
H 1.443 -2.215 1.798
H 2.337 -2.097 -2.148
H -2.968 0.108 -2.490
H 4.588 -1.928 1.790
H 3.152 0.794 -0.496
H 1.172 0.955 -4.711
H -1.801 -4.201 -4.016
H -1.311 0.959 -4.213
H -3.624 2.452 0.397
H -3.550 -2.087 -0.943
H 2.580 -2.657 0.743
H -0.412 -3.713 -3.988
H -4.992 -1.090 -0.862
H -2.873 1.701 -1.947
H -4.275 1.312 1.560
H 4.038 -1.567 -1.845
H 4.294 -0.185 1.589
H 2.784 0.610 -2.803
H 5.120 -1.130 0.323
H -5.054 1.473 -0.024
H 1.845 0.708 0.720
H 3.500 -3.211 -1.362
*
```

## Properties
gap between HOMO and LUMO: 4.30 eV
total energy: -111356.05815 eV
LUMO: -0.2514 hartree
relative energy (zero: lowest compared OMol25 entry of this formula, charge and spin): 7.692 eV

---

No. 8
Below is C17H23AuN7O4PS as an isolated structure, with properties calculated with the ωB97M-V functional and the def2-TZVPD basis.

```
! wB97M-V def2-TZVPD RIJCOSX def2/J DEFGRID3
* xyz 2 1
Au 0.506 0.212 -1.494
S 1.422 -4.242 -1.003
P 1.256 1.252 0.401
O -1.304 1.051 -1.116
O -7.116 0.346 -3.137
O -6.099 -0.609 -4.787
O -0.110 -0.407 -3.381
N -6.128 -0.034 -3.722
N 2.600 1.154 2.711
N 1.223 -1.729 -1.087
N 1.037 -2.056 0.244
N 0.357 2.104 2.785
N 2.165 3.321 1.730
N 1.615 -2.704 -3.201
C 1.427 -2.768 -1.886
C 2.476 0.378 1.492
C -2.434 0.096 -3.073
C -1.299 -0.340 -3.788
C 0.928 3.420 2.517
C -4.804 0.801 -1.792
C 1.113 -3.323 0.441
C -3.684 -0.123 -3.708
C 2.006 -3.452 2.788
C -2.391 0.711 -1.791
C -3.606 1.040 -1.167
C 1.346 1.264 3.462
C 0.986 -3.986 1.779
C -4.829 0.222 -3.066
C 1.993 2.998 0.348
C 3.133 2.488 2.450
C -0.151 1.498 1.567
H 1.300 3.674 -0.152
H 3.011 -3.434 2.366
H -3.568 1.506 -0.193
H -1.454 -0.659 -4.821
H 1.175 3.893 3.466
H 1.748 -2.443 3.112
H -0.609 0.526 1.764
H -5.741 1.054 -1.314
H 2.024 -4.090 3.669
H 0.929 0.270 3.620
H 3.439 0.304 0.983
H 1.608 -1.818 -3.679
H 2.109 -0.624 1.687
H -0.902 2.134 1.099
H 3.344 2.970 3.403
H 0.208 4.044 1.988
H 1.110 -5.062 1.654
H 1.846 -3.527 -3.732
H 4.056 2.419 1.876
H 2.936 2.981 -0.196
H -0.032 -3.828 2.140
H 1.568 1.710 4.431
H -3.738 -0.579 -4.688
*
```

## Properties
gap between HOMO and LUMO (spin up / spin down): 5.69 / 5.69 eV
total energy: -60419.31297 eV
LUMO (spin up / spin down): -0.3270 / -0.3270 hartree
relative energy (zero: lowest compared OMol25 entry of this formula, charge and spin): 1.394 eV

---

No. 9
Below is a 5-piece molecular cluster, C17H23BF5O14 overall, with properties calculated with the ωB97M-V functional and the def2-TZVPD basis.

```
! wB97M-V def2-TZVPD RIJCOSX def2/J DEFGRID3
* xyz -1 1
F -4.606 -1.239 -1.360
F 4.923 -1.487 -4.011
F -0.588 1.648 8.691
F 4.344 1.087 -7.271
F -3.546 4.864 4.812
O -5.462 -1.289 0.733
O -1.194 -1.356 -1.859
O 0.307 -1.917 -3.476
O -3.958 -0.055 1.815
O -1.039 0.357 4.460
O 1.688 0.198 -5.259
O -5.554 -1.123 2.981
O -2.600 2.553 2.433
O -3.820 3.246 0.678
O 0.230 -0.490 6.113
O -4.054 4.225 2.699
O 2.003 1.581 -3.521
O -1.188 1.174 6.563
O 3.503 1.500 -5.206
C -4.820 -0.489 -0.255
C 2.360 0.010 -6.502
C -3.541 -0.083 0.437
C 0.471 -0.102 7.468
C -0.802 0.636 7.814
C -3.512 3.331 1.819
C -5.034 -0.851 1.948
C -0.696 0.345 5.589
C 1.147 -2.621 -2.508
C -3.710 3.784 4.002
C 4.684 -1.652 -2.602
C 2.424 -3.095 -3.184
C -0.726 -1.257 -2.985
C 2.357 1.142 -4.560
C -2.418 3.042 3.765
C 4.157 -0.333 -2.054
C 3.753 0.506 -6.184
B 3.768 -2.955 -2.227
H 4.683 0.494 -2.538
H -2.752 -0.823 0.308
H -1.605 0.002 8.195
H 3.497 -2.861 -1.031
H -2.261 2.230 4.453
H -3.174 0.889 0.124
H 5.661 -1.813 -2.142
H 1.337 0.560 7.510
H 4.464 -3.962 -2.386
H 0.593 -3.460 -2.095
H 2.333 -1.035 -6.799
H 1.373 -1.961 -1.677
H 1.886 0.622 -7.273
H -1.164 -0.576 -3.725
H 2.295 -4.138 -3.462
H 3.086 -0.228 -2.181
H -1.558 3.714 3.792
H 4.406 -0.296 -0.998
H -4.519 3.168 4.395
H -5.474 0.345 -0.517
H 2.570 -2.484 -4.075
H 4.421 -0.248 -5.765
H 0.649 -0.972 8.093
*
```

## Properties
gap between HOMO and LUMO: 6.96 eV
total energy: -60932.50815 eV
LUMO: 0.0647 hartree

---

Copy entry 2 word for word.
Below is an isolated molecule of C17H22N4O5S, with properties calculated with the ωB97M-V functional and the def2-TZVPD basis.

```
! wB97M-V def2-TZVPD RIJCOSX def2/J DEFGRID3
* xyz 0 1
S -4.924 0.973 -1.509
O 1.638 -0.119 0.021
O 4.684 3.555 0.096
O -0.644 1.624 -2.038
O -2.313 -2.402 -0.755
O 1.831 -3.778 -0.427
N -1.922 1.431 -2.408
N -3.696 1.613 2.819
N 1.900 1.620 -1.395
N -0.335 -2.005 0.261
C 1.181 0.645 -0.816
C -3.805 0.173 0.914
C -3.451 0.459 2.222
C -3.688 -0.220 -2.147
C 2.759 -3.636 0.622
C -1.249 -0.337 -1.188
C -4.439 1.167 0.178
C 3.267 1.890 -1.028
C 0.574 -4.273 -0.042
C -4.722 2.378 0.806
C -0.218 0.575 -1.302
C -1.344 -1.683 -0.556
C 3.367 3.115 -0.096
C -0.238 -3.317 0.851
C 5.471 2.723 0.918
C -2.312 0.280 -1.928
C -4.331 2.541 2.123
H 5.710 1.773 0.430
H 2.522 -2.784 1.268
H 3.855 2.080 -1.930
H -4.525 3.468 2.646
H -3.601 -0.800 0.501
H 6.393 3.270 1.105
H -5.225 3.164 0.267
H -2.945 -0.283 2.826
H 3.645 0.998 -0.525
H 2.845 3.961 -0.553
H 0.678 -5.237 0.478
H 2.812 -4.547 1.230
H -3.909 -0.270 -3.213
H 0.226 -3.219 1.835
H 4.968 2.520 1.870
H 0.496 -1.413 0.294
H 2.888 2.879 0.866
H 3.725 -3.461 0.150
H 1.441 2.256 -2.030
H -3.825 -1.199 -1.691
H -1.247 -3.721 0.961
H 0.034 -4.428 -0.980
*
```

## Properties
gap between HOMO and LUMO: 8.36 eV
SMILES string: COCCNC(=O)c1onc(CSc2ccncc2)c1C(=O)NCCOC
total energy: -45017.83604 eV
LUMO: -0.0098 hartree
relative energy (zero: lowest compared OMol25 entry of this formula, charge and spin): 3.744 eV

---

Q: The highest total energy belongs to which entry?
A: C17H22O4

---

Q: Which formula does entry 1 have?
A: C17H22N4O3W